(1)
{"formula": "C9H29INO6", "method": "ωB97M-V with the def2-TZVPD basis set", "de_lowest_kcal_mol": 77.7, "lumo_energy_ev": 2.2, "charge": -1, "species": ["H", "C", "H", "O", "H", "H", "C", "H", "H", "H", "H", "O", "H", "H", "O", "H", "H", "C", "H", "H", "H", "H", "H", "H", "I", "H", "C", "H", "H", "C", "H", "N", "H", "O", "H", "C", "O", "O", "H", "C", "H", "C", "H", "C", "H", "H"], "xyz": [[2.57965, -4.77246, -6.56166], [-1.52418, 0.12080, 2.51421], [-1.22350, 3.74133, -0.10578], [1.18515, 0.57891, 1.34189], [0.66268, 0.02344, 0.75873], [-0.72449, 1.58634, 4.77593], [-1.92349, 2.57100, 2.38023], [2.03736, 1.92609, -0.40992], [0.70343, 0.95587, 4.10303], [-0.60152, -0.27437, -6.96837], [-0.10100, -1.37493, -6.05723], [0.14051, -0.86277, -6.82898], [-0.19725, 4.90600, 0.70784], [-2.85024, 2.12395, 2.02054], [1.83857, -6.12730, 2.70755], [2.64890, -3.68456, -7.61218], [-2.26709, 4.61372, 1.74048], [-0.78582, 1.47456, 2.59057], [0.27353, 2.70555, 4.15725], [0.53527, 1.86595, -1.10643], [-2.27108, 0.03423, 1.72507], [1.56597, 3.40138, -0.98315], [0.09886, -10.39130, -4.51809], [2.72159, 3.75800, 1.18356], [0.32319, -4.65962, -2.46066], [-0.89563, -0.75101, 2.33265], [1.13474, 2.53235, -0.48623], [2.10637, 2.86636, 2.50396], [-2.05436, -0.10825, 3.43862], [-0.58996, 3.89101, 0.76847], [2.76255, -5.87771, 2.72151], [0.21371, 1.62123, 1.47802], [0.33495, -9.01894, -3.92413], [2.91914, -4.58595, -7.43699], [-3.15198, -0.16567, -1.27431], [1.78408, 3.49312, 1.67246], [0.57203, -9.94032, -3.81884], [-3.67830, -0.63497, -1.92159], [-0.96819, 4.34322, 2.88564], [0.65702, 2.84887, 0.88904], [1.45243, 4.46395, 2.04070], [-0.06948, 1.70037, 3.91217], [-3.21483, -1.46201, -2.05370], [-1.46969, 3.92274, 2.01397], [-2.29786, 2.76513, 3.38534], [1.60832, -6.14335, 1.77860]], "atomic_forces_ev_per_a": [[-0.14, -0.07, 0.35], [0.37, -0.63, 0.06], [0.22, -0.48, -0.09], [-1.00, 0.52, 0.77], [0.56, -0.65, -0.22], [-0.64, -0.50, -0.04], [-0.34, -1.43, 2.61], [0.19, -0.14, 0.36], [0.32, 0.19, -0.37], [-0.16, 0.13, -0.03], [0.00, -0.25, 0.31], [0.19, 0.07, -0.24], [0.46, -0.05, -0.51], [0.39, 0.21, -1.37], [-0.06, -0.10, 0.34], [-0.10, 0.23, -0.01], [-0.41, -0.11, 0.43], [0.12, 1.13, -1.23], [0.49, 0.14, -0.95], [-0.71, 0.68, -0.06], [0.04, 0.58, -0.18], [-0.76, 0.29, -0.34], [-0.10, -0.10, -0.15], [-0.15, -0.34, -0.78], [-0.03, 0.06, -0.05], [0.49, 0.17, 0.22], [1.93, -0.72, -1.03], [-0.24, 0.04, 0.10], [0.04, 0.27, 0.18], [1.29, -0.43, 1.00], [0.19, 0.08, -0.03], [-2.19, -0.79, -0.15], [-0.01, 0.42, 0.10], [0.20, -0.15, -0.28], [0.16, 0.10, 0.14], [0.71, 0.99, 1.06], [0.13, -0.28, 0.09], [-0.30, 0.19, -0.07], [0.33, 0.19, -0.16], [-1.50, 1.20, -0.53], [-0.05, -0.02, 0.55], [-0.53, -0.44, 1.61], [0.20, -0.33, -0.08], [0.53, 0.53, -1.64], [0.02, -0.46, 0.66], [-0.16, 0.05, -0.37]]}

=====

(2)
{"formula": "C9H30BF4O9Sn", "method": "ωB97M-V with the def2-TZVPD basis set", "lumo_energy_ev": -7.5, "charge": 1, "species": ["O", "C", "C", "H", "O", "Sn", "O", "C", "O", "O", "H", "C", "O", "H", "C", "C", "H", "H", "H", "H", "H", "F", "B", "F", "H", "H", "H", "O", "H", "H", "O", "H", "H", "C", "H", "H", "H", "H", "H", "H", "C", "H", "H", "H", "H", "H", "H", "H", "H", "H", "C", "F", "F", "O"], "xyz": [[6.30763, 1.08461, 1.11841], [-0.98882, -4.03918, -1.83421], [3.95409, 1.25230, 1.15537], [0.08926, -2.06659, 2.57705], [-2.51268, 1.98568, -0.43121], [-1.28604, 2.47516, 2.45475], [3.56813, -0.01266, 0.67091], [-0.07695, -1.09896, 3.05515], [-1.21971, -2.40846, -0.12896], [1.43020, -1.64254, -2.60351], [-3.88307, 3.56812, -1.84571], [-4.40251, 2.60593, -1.78324], [2.92176, 3.41454, -1.74587], [-3.88561, -3.32886, -0.05844], [-3.27436, -3.35505, -0.96939], [-1.82578, -3.63193, -0.60113], [-6.09804, 3.40157, -2.20090], [-3.65515, 0.60232, -1.47597], [2.31224, 2.74207, -1.41730], [5.20460, 0.27677, 2.59125], [2.57728, 3.64679, -2.61277], [0.59606, 1.49014, 0.57625], [0.56217, 1.35763, -0.85411], [-0.49404, 0.50242, -1.19923], [5.93869, 0.52881, 0.42253], [-4.34030, 1.33363, -0.00168], [5.13466, 2.12529, 2.62201], [-5.75691, 2.96426, -1.41572], [-1.05191, -0.86836, 1.30240], [-3.32779, -2.33059, -1.34208], [1.00969, 1.00525, 3.72051], [-3.80873, -4.05195, -1.61065], [-4.46814, 2.34328, -2.84616], [5.19770, 1.21561, 2.03298], [3.08337, 1.65583, 1.70400], [1.90966, -0.86096, 3.74979], [-1.79070, 1.74503, -1.03206], [-0.00323, -4.26932, -1.42321], [4.09895, 1.97280, 0.34120], [-0.56010, -2.12412, -0.77300], [1.20127, -0.28932, 3.14764], [-0.87611, -3.26258, -2.58770], [1.25221, 1.03862, 4.65065], [1.92267, -1.61823, -3.42919], [-0.65471, -1.28338, 3.96164], [2.78173, -0.04221, 0.11465], [1.37837, -0.72147, -2.31783], [-1.39634, -4.95717, -2.25594], [-1.72421, -4.33246, 0.22704], [1.52693, -0.15733, 2.11971], [-3.78951, 1.52934, -0.92026], [1.78219, 0.74812, -1.16109], [0.30159, 2.52097, -1.56199], [-0.89170, -0.37922, 2.12460]], "atomic_forces_ev_per_a": [[-0.14, 0.69, 0.74], [-0.04, -0.96, 1.39], [-1.91, 0.93, 0.20], [0.46, -0.05, 0.26], [0.51, 0.42, 1.09], [1.53, -2.86, -1.94], [0.97, -1.32, 0.44], [-0.23, 0.11, -0.96], [0.02, 0.69, 0.81], [-0.20, 0.05, 0.08], [0.83, -0.42, 0.74], [-1.57, 1.33, -1.48], [0.13, -0.02, 0.24], [0.09, 0.02, 0.05], [-0.65, 0.61, 1.29], [0.48, 0.51, -1.64], [-0.34, 0.04, 0.17], [0.00, -0.05, 0.11], [0.40, 0.34, -0.35], [-0.31, 0.37, 0.73], [-0.02, 0.01, 0.00], [-0.91, 1.21, 0.91], [-0.49, -0.81, -0.98], [0.03, -0.59, 0.33], [0.36, -0.07, -0.13], [-0.57, 0.01, -0.37], [0.95, 0.03, 0.11], [0.49, -0.62, 0.35], [-0.11, -0.31, -0.32], [-0.02, -0.18, -0.46], [-1.10, 1.04, -0.47], [0.54, -0.13, -0.31], [0.35, -0.69, 0.16], [-0.63, -1.43, -2.14], [0.26, 0.12, 0.35], [0.33, 0.24, -0.20], [-0.14, -0.19, 0.01], [0.18, -0.05, -0.41], [0.30, -0.11, -0.06], [-0.07, -0.03, -0.11], [-0.10, -1.33, 0.51], [-0.30, 0.11, 0.06], [0.03, -0.19, 0.04], [0.02, -0.06, 0.01], [0.24, 0.30, 0.22], [0.41, 0.71, -0.07], [0.14, -0.15, -0.10], [0.06, 0.07, -0.23], [-0.08, -0.28, -0.24], [0.47, 0.09, 0.22], [0.54, 0.49, 0.42], [-0.27, 0.47, -0.34], [0.39, 0.19, 0.85], [-1.32, 1.72, 0.43]]}

=====

(3)
{"formula": "C9H30N11O22S3", "method": "ωB97M-V with the def2-TZVPD basis set", "lumo_energy_ev": 1.2, "charge": -1, "species": ["N", "O", "O", "H", "H", "O", "O", "N", "O", "O", "H", "N", "H", "H", "H", "C", "C", "C", "H", "O", "N", "O", "C", "H", "N", "N", "O", "O", "O", "S", "O", "O", "N", "O", "H", "N", "H", "S", "H", "H", "O", "N", "H", "O", "C", "H", "H", "H", "H", "H", "C", "O", "H", "N", "C", "O", "H", "H", "H", "H", "H", "S", "H", "C", "H", "H", "O", "H", "N", "O", "H", "C", "O", "H", "O"], "xyz": [[-5.04247, 2.13927, -1.03071], [-0.50269, -0.88359, -0.91504], [4.50619, 2.02602, 5.75706], [4.25677, 1.75215, 9.15871], [-1.12949, -0.14625, 2.88937], [-5.85276, 2.77783, -1.67717], [-0.12759, -1.99211, 4.40329], [5.84518, 0.62722, 9.91539], [-3.85230, 2.09299, -1.26371], [5.37603, -2.68199, -4.19840], [6.22788, -3.47385, -6.28899], [1.54683, -2.12884, -1.40210], [3.90053, -2.12601, -9.88614], [-7.80546, 0.99166, 4.81822], [-0.83683, -1.62431, 1.92120], [3.01834, 1.72785, 4.01041], [5.04345, 1.11930, 8.76021], [-5.55443, 1.35803, 0.12720], [0.26653, -0.23232, 1.77462], [-0.78395, -3.16766, -1.68133], [-0.17969, -1.44713, -3.32917], [-10.37169, 0.38164, -1.62568], [-7.06512, 1.78567, 4.81225], [-0.35668, -2.23329, -3.93834], [-9.18201, 0.58259, -1.74987], [-0.91434, 2.52584, 1.85408], [-5.56593, 1.92466, 3.04995], [-1.50936, 1.86734, 2.68726], [7.02775, 0.89973, 9.94562], [2.48870, -2.53853, -2.62712], [2.08750, -3.73434, -3.33065], [1.63261, -1.08972, 3.55372], [6.26890, -2.06666, -4.73147], [3.18493, 3.65911, 5.29348], [-7.47658, 2.69942, 5.22957], [5.45304, -3.24177, -9.04891], [-2.14803, 2.22200, 0.19758], [4.27793, -2.98634, -1.59341], [3.70102, -3.38134, -0.44821], [6.62471, -1.79558, -6.76544], [0.27476, 2.76463, 1.88673], [-6.72397, 2.06377, 3.38979], [-6.16022, 1.48698, 5.32743], [-7.63256, 2.41462, 2.66615], [6.77864, -2.57932, -6.03536], [-4.71823, 0.85031, 0.59266], [5.44733, -2.06825, -10.78976], [-9.18947, 1.69112, -3.51862], [0.59865, -0.87566, -3.63593], [-6.27611, 0.65400, -0.26505], [4.75314, -2.69542, -10.24365], [-8.37480, 0.61232, -0.84467], [2.24507, 2.31384, 3.52742], [0.44098, -1.33752, 3.55279], [-0.37962, -0.78827, 2.44313], [2.82976, -1.41997, -3.48425], [4.62339, 0.25204, 8.26087], [-8.90813, -0.06311, -3.71680], [3.81640, 1.48100, 3.31703], [5.69176, 1.67416, 8.09490], [-2.48713, 3.69658, 1.15333], [-0.01551, -1.94897, -1.76420], [-6.02271, 2.05454, 0.80298], [-8.67299, 0.81935, -3.12970], [-7.60403, 0.98889, -3.07545], [2.60672, 0.82713, 4.45356], [5.25649, -0.01864, 10.75925], [7.83739, -2.78618, -5.91154], [3.61444, 2.54006, 5.10600], [6.78899, -1.05180, -4.30232], [4.42770, -3.54119, -10.84113], [-1.71448, 3.06519, 0.72412], [4.81055, -3.96897, -8.32636], [-1.05599, 3.62991, 0.07564], [6.61638, -2.92582, -8.87631]], "atomic_forces_ev_per_a": [[0.05, -0.14, 0.04], [0.21, 0.16, -0.02], [-0.02, -0.01, 0.04], [-0.05, -0.07, 0.02], [0.01, -0.22, 0.05], [0.03, -0.04, -0.01], [0.04, 0.01, -0.01], [-0.01, 0.01, -0.01], [-0.12, 0.14, -0.14], [0.24, 0.02, -0.19], [-0.06, -0.01, 0.02], [-0.10, -0.03, -0.91], [-0.05, -0.08, 0.02], [-0.06, 0.05, -0.02], [0.03, -0.01, 0.00], [-0.14, 0.13, -0.08], [0.11, 0.09, -0.12], [0.31, -0.18, -0.22], [0.05, -0.09, -0.03], [0.23, -0.08, -0.28], [-0.15, 0.20, -0.07], [0.04, 0.01, 0.01], [0.11, -0.07, 0.09], [0.23, -0.08, 0.02], [0.07, 0.06, -0.08], [0.04, 0.01, 0.06], [-0.13, 0.09, 0.18], [-0.11, 0.44, -0.04], [-0.04, -0.02, 0.02], [0.05, -0.16, 0.42], [-0.12, 0.00, 0.02], [-0.01, -0.04, 0.13], [-0.04, 0.01, 0.01], [0.02, -0.04, 0.03], [-0.08, -0.01, -0.04], [0.04, 0.00, -0.04], [-0.03, -0.03, 0.05], [0.12, 0.10, 0.26], [-0.26, 0.04, -0.15], [0.08, 0.08, 0.01], [-0.04, 0.00, 0.02], [0.08, -0.04, 0.15], [0.03, 0.00, -0.05], [0.06, 0.03, -0.01], [-0.08, -0.06, 0.26], [0.06, 0.08, -0.02], [0.03, -0.01, 0.04], [-0.06, -0.04, -0.01], [0.04, -0.05, -0.06], [-0.08, 0.04, 0.01], [0.07, 0.14, -0.08], [-0.25, -0.12, 0.04], [0.00, 0.03, 0.03], [-0.01, 0.07, -0.09], [0.02, -0.17, -0.19], [-0.02, 0.06, 0.06], [-0.06, 0.00, 0.05], [-0.08, 0.02, -0.01], [0.03, -0.09, 0.06], [0.03, -0.01, 0.02], [-0.06, -0.09, 0.02], [-0.48, -0.03, 1.12], [-0.17, 0.09, -0.01], [0.16, 0.01, -0.03], [-0.01, 0.03, 0.05], [0.11, -0.06, -0.01], [0.02, 0.02, -0.01], [0.02, 0.10, -0.03], [-0.02, 0.04, -0.05], [0.02, -0.06, -0.01], [-0.07, -0.02, 0.05], [0.15, 0.04, -0.09], [0.05, -0.03, -0.02], [0.06, -0.02, 0.04], [-0.09, -0.09, -0.24]]}

=====

(4)
{"formula": "C9H30O9", "method": "ωB97M-V with the def2-TZVPD basis set", "de_lowest_kcal_mol": 351.6, "lumo_energy_ev": 0.6, "species": ["C", "O", "O", "C", "O", "O", "H", "H", "C", "H", "H", "O", "H", "H", "H", "H", "H", "H", "H", "C", "H", "H", "O", "H", "H", "H", "H", "C", "H", "H", "H", "H", "H", "H", "H", "H", "H", "C", "C", "H", "C", "O", "C", "H", "O", "O", "H", "H"], "xyz": [[-0.61598, -1.22880, -0.16394], [-2.15691, -0.89435, -2.20401], [-2.49210, -3.51383, -3.46211], [0.88972, -0.12751, 2.36811], [1.77547, -1.53050, 4.05628], [2.37295, 1.41168, -0.98976], [-1.05848, -0.82419, 0.74632], [0.86950, -1.55293, 4.37306], [-1.03307, 0.78628, -1.65026], [-0.12079, -0.53129, 2.43079], [1.12378, 4.46281, 1.92547], [0.99979, 1.04026, 3.08856], [-3.99880, -2.10688, -3.86378], [1.78683, -1.06524, -1.80335], [-2.60789, -2.50406, -1.09805], [-3.93193, -1.22064, -1.32266], [0.64901, 2.94143, 3.88278], [2.16756, 1.85768, -0.16811], [0.65197, -0.44242, -1.68782], [-3.58694, -2.67481, -3.02957], [0.19604, 1.62852, -0.05520], [-1.90799, 0.95728, -1.02307], [0.60335, 0.76264, 0.02201], [-2.75867, -4.33975, -3.87247], [-4.38928, -3.38603, -2.83329], [2.41388, -1.87108, -2.92109], [-1.32360, -1.77807, -0.78497], [0.93930, 2.42886, 0.94444], [-0.45741, 1.66156, -1.95128], [2.99424, -0.77924, 2.51490], [-2.49753, -0.30162, -2.87799], [2.06868, 0.51374, -0.85799], [2.02537, -2.12047, 2.12683], [0.80004, 1.46141, 1.42686], [-0.33303, 3.54493, 2.27896], [0.26330, 2.55684, 0.09901], [2.91353, 2.89778, 0.98877], [-0.04077, -0.06733, -0.93448], [-3.14592, -1.83174, -1.76634], [1.14032, 0.16913, 1.34963], [1.99860, -1.18715, 2.68924], [2.19263, 2.70002, 0.38645], [0.72306, 3.45404, 2.02499], [-1.24232, 0.11438, -2.48264], [1.34048, 3.09048, 3.23372], [1.62291, -1.80689, -2.38585], [1.93994, 1.13812, 3.25633], [0.23694, -1.89284, -0.02361]], "atomic_forces_ev_per_a": [[0.47, -0.48, -0.81], [-3.85, -4.63, -0.58], [0.55, 1.14, 0.38], [2.39, -2.84, -1.45], [1.93, -0.54, 1.07], [3.51, -6.36, -9.02], [-0.11, -0.50, -0.06], [-0.11, 0.26, -0.82], [2.10, 1.53, -0.50], [0.17, -0.06, 0.14], [-0.24, 0.14, -1.36], [-0.28, -2.82, 2.66], [0.45, 0.69, 0.00], [0.86, -0.25, -0.08], [-0.86, -0.02, 0.07], [-0.40, -0.68, 0.24], [0.38, -0.25, -0.05], [1.50, -3.58, -2.36], [-1.07, 0.99, 0.44], [-0.24, -1.57, 0.61], [-0.69, -3.61, -1.66], [0.00, 0.49, -0.23], [-4.71, -6.34, -4.28], [-0.49, 0.23, 0.11], [-0.39, 0.24, 0.75], [0.25, -0.12, -0.23], [1.08, 0.27, 1.00], [0.31, 6.77, 5.37], [-0.32, 0.58, 0.03], [0.12, 0.42, 0.66], [-1.09, -0.42, -0.18], [0.84, 0.24, -0.77], [-0.66, 0.15, -0.58], [0.46, 2.81, 0.00], [-0.37, 0.12, -0.61], [-0.09, 4.35, 1.01], [-0.16, -0.01, 0.66], [-0.30, -0.06, 0.48], [-0.30, -0.75, -3.07], [-0.45, -1.75, 0.83], [-2.60, 0.31, 1.36], [0.05, 9.53, 7.63], [-1.20, 1.30, 1.23], [2.15, 3.33, -0.18], [1.23, 2.43, 1.35], [0.42, -0.90, -0.40], [-0.05, 0.50, 0.35], [-0.18, -0.26, 0.85]]}